Entry 1:
Entry from the OMol25 dataset: C61H64CsN5O5P4S2 as an isolated structure in a non-equilibrium geometry (ωB97M-V with the def2-TZVPD basis set).

Values from the calculation:
HOMO level	-6.21	eV
Kohn-Sham gap	6.49	eV

The geometry in ORCA input format:
```
! wB97M-V def2-TZVPD RIJCOSX def2/J DEFGRID3
* xyz 0 1
Cs -1.094 0.522 -0.563
O 1.874 1.181 -1.720
S 2.210 1.166 -0.256
C 3.906 0.512 -0.171
C 4.956 1.326 0.182
C 6.289 0.866 0.309
C 6.540 -0.450 0.095
C 7.826 -1.243 0.192
C 7.403 -2.714 -0.085
C 5.910 -2.642 -0.329
C 4.993 -3.620 -0.561
C 3.650 -3.239 -0.762
C 3.188 -1.940 -0.735
P 1.403 -1.579 -1.170
C 1.518 -1.763 -3.019
C 2.000 -2.911 -3.653
C 2.070 -2.998 -5.037
C 1.672 -1.920 -5.821
C 1.213 -0.766 -5.208
C 1.131 -0.688 -3.820
C 0.735 -3.223 -0.633
C 0.114 -4.173 -1.443
C -0.126 -5.464 -0.967
C 0.226 -5.814 0.327
C 0.764 -4.846 1.171
C 1.000 -3.565 0.698
C 4.128 -0.899 -0.408
C 5.469 -1.308 -0.241
C 2.583 2.865 0.126
C 3.060 3.665 -0.876
C 3.709 4.896 -0.599
C 3.926 5.236 0.709
C 4.661 6.397 1.352
C 4.576 6.127 2.887
C 3.723 4.880 3.013
C 3.263 4.173 4.088
C 2.385 3.081 3.860
C 2.022 2.630 2.607
P 0.466 1.616 2.308
C 0.937 0.001 3.069
C 2.265 -0.433 3.111
C 2.598 -1.685 3.618
C 1.607 -2.524 4.111
C 0.279 -2.117 4.057
C -0.056 -0.878 3.523
C -0.476 2.474 3.646
C -0.892 3.766 3.316
C -1.569 4.553 4.236
C -1.845 4.056 5.506
C -1.431 2.774 5.842
C -0.746 1.990 4.919
C 2.638 3.266 1.490
C 3.398 4.417 1.728
H 4.782 2.371 0.392
H 7.070 1.566 0.590
H 8.283 -1.128 1.176
H 8.556 -0.890 -0.538
H 7.633 -3.367 0.757
H 7.919 -3.124 -0.953
H 5.267 -4.670 -0.597
H 2.939 -4.039 -0.937
H 2.334 -3.758 -3.069
H 2.446 -3.904 -5.502
H 1.734 -1.980 -6.902
H 0.928 0.091 -5.809
H 0.804 0.231 -3.356
H -0.142 -3.929 -2.467
H -0.570 -6.205 -1.624
H 0.063 -6.825 0.684
H 1.008 -5.090 2.200
H 1.458 -2.832 1.353
H 2.989 3.297 -1.895
H 4.074 5.509 -1.416
H 4.189 7.346 1.091
H 5.692 6.454 1.005
H 4.137 6.969 3.422
H 5.565 5.963 3.315
H 3.497 4.466 5.107
H 1.918 2.623 4.726
H 3.056 0.220 2.758
H 3.635 -1.999 3.638
H 1.869 -3.490 4.529
H -0.504 -2.770 4.426
H -1.097 -0.574 3.476
H -0.689 4.148 2.318
H -1.896 5.548 3.957
H -2.380 4.662 6.226
H -1.642 2.379 6.828
H -0.433 0.991 5.200
O -1.804 2.693 0.143
N -2.833 3.229 0.785
C -3.279 4.457 0.405
C -4.318 5.086 1.032
C -4.943 4.428 2.098
C -4.506 3.180 2.463
C -3.438 2.521 1.809
S -2.892 0.953 2.197
H -2.725 4.884 -0.417
H -4.628 6.066 0.693
H -5.760 4.899 2.633
H -4.963 2.643 3.283
C -3.042 -3.972 0.887
N -3.764 -3.608 -0.346
C -3.721 -4.609 -1.410
P -3.763 -1.995 -0.690
O -2.683 -1.210 -0.053
O -3.680 -1.971 -2.298
P -3.152 -0.743 -3.225
O -1.808 -0.263 -2.847
N -3.223 -1.468 -4.693
C -4.414 -2.179 -5.138
C -2.367 -0.972 -5.773
N -4.366 0.382 -3.113
C -4.310 1.215 -1.882
C -4.568 1.213 -4.308
N -5.282 -1.410 -0.423
C -5.613 -1.052 0.963
C -6.373 -2.095 -1.107
H -3.460 -4.904 1.275
H -3.168 -3.200 1.645
H -1.978 -4.100 0.714
H -3.992 -5.578 -0.987
H -2.732 -4.696 -1.868
H -4.443 -4.373 -2.191
H -4.961 -2.584 -4.291
H -4.118 -3.009 -5.781
H -5.088 -1.531 -5.711
H -1.537 -0.405 -5.363
H -2.930 -0.340 -6.470
H -1.953 -1.816 -6.328
H -4.080 0.594 -1.022
H -5.283 1.675 -1.710
H -3.551 2.000 -1.958
H -4.663 0.596 -5.199
H -3.756 1.933 -4.459
H -5.495 1.771 -4.186
H -4.768 -0.569 1.451
H -5.923 -1.935 1.540
H -6.443 -0.342 0.953
H -6.135 -2.258 -2.157
H -7.263 -1.467 -1.062
H -6.603 -3.059 -0.636
*
```

Atom charges from the Löwdin analysis, given in e for atoms 1 to 5: atom 1 (Cs): 1.40, atom 2 (O): -0.58, atom 3 (S): 0.85, atom 4 (C): -0.25, atom 5 (C): -0.04

Entry 2:
Entry from the OMol25 dataset: C61H71MnN2O2Sb as an isolated structure in a non-equilibrium geometry (ωB97M-V with the def2-TZVPD basis set).

Values from the calculation:
HOMO level (spin up / spin down)	-6.15 / -6.32	eV
expectation value of S²	8.758
Kohn-Sham gap (spin up / spin down)	6.63 / 6.63	eV

The geometry in ORCA input format:
```
! wB97M-V def2-TZVPD RIJCOSX def2/J DEFGRID3
* xyz 0 6
Mn 0.837 0.186 0.699
C 0.031 4.370 -5.051
C 0.769 3.096 -5.481
C -0.220 2.154 -6.177
C 1.850 3.487 -6.486
C 1.345 2.400 -4.248
C 0.474 2.030 -3.233
C 0.907 1.368 -2.078
N 0.152 0.954 -1.021
C -1.229 1.201 -0.906
C -2.150 1.191 -1.947
C -3.496 1.460 -1.716
C -3.891 1.734 -0.411
C -3.021 1.690 0.678
C -1.685 1.346 0.431
O -0.810 1.101 1.419
C -3.524 2.016 2.084
C -3.501 0.753 2.963
C -2.660 3.123 2.707
C -4.965 2.527 2.073
C -4.524 1.519 -2.845
C -3.935 1.103 -4.192
C -5.044 2.956 -2.974
C -5.701 0.588 -2.534
C 2.312 1.159 -1.997
O 2.785 0.687 -0.740
C 3.224 1.510 -2.976
C 2.692 2.117 -4.125
C 4.741 1.270 -2.988
C 5.460 2.561 -3.412
C 5.025 0.173 -4.025
C 5.367 0.821 -1.667
H -0.371 4.884 -5.926
H 0.701 5.056 -4.532
H -0.800 4.150 -4.385
H -0.642 2.634 -7.061
H -1.041 1.884 -5.516
H 0.271 1.232 -6.490
H 1.388 3.984 -7.340
H 2.389 2.618 -6.863
H 2.576 4.175 -6.054
H -0.562 2.304 -3.321
H -1.819 0.928 -2.938
H -4.923 1.995 -0.230
H -2.502 0.328 3.016
H -4.170 -0.006 2.551
H -3.831 0.986 3.977
H -1.615 2.838 2.744
H -3.011 3.339 3.718
H -2.743 4.041 2.122
H -5.671 1.763 1.747
H -5.086 3.399 1.428
H -5.243 2.820 3.086
H -3.135 1.773 -4.508
H -4.711 1.136 -4.959
H -3.534 0.090 -4.167
H -4.227 3.645 -3.189
H -5.520 3.284 -2.051
H -5.777 3.032 -3.779
H -5.359 -0.434 -2.387
H -6.420 0.596 -3.355
H -6.224 0.893 -1.628
H 3.366 2.373 -4.923
H 5.251 2.841 -4.442
H 6.537 2.417 -3.325
H 5.174 3.397 -2.774
H 4.666 0.453 -5.013
H 4.538 -0.761 -3.744
H 6.099 -0.010 -4.091
H 5.129 1.475 -0.833
H 6.452 0.809 -1.789
H 5.062 -0.192 -1.404
N 2.422 0.991 2.433
C 3.833 0.903 2.162
C 4.664 1.822 2.787
C 6.041 1.698 2.693
C 6.591 0.621 2.015
C 5.761 -0.288 1.384
C 4.375 -0.144 1.408
C 3.559 -1.095 0.600
C 3.608 -2.460 0.856
C 2.874 -3.367 0.101
C 2.069 -2.913 -0.930
C 2.006 -1.554 -1.236
C 2.763 -0.665 -0.485
H 2.049 0.050 2.400
H 1.941 1.750 1.960
H 4.217 2.610 3.375
H 6.678 2.424 3.178
H 7.664 0.497 1.964
H 6.188 -1.102 0.813
H 4.217 -2.812 1.676
H 2.910 -4.418 0.348
H 1.477 -3.606 -1.512
H 1.421 -1.183 -2.068
C -0.117 0.761 4.700
C -0.528 -0.558 5.276
C -0.717 -0.620 6.661
C -1.042 -1.797 7.300
C -1.177 -2.966 6.565
C -0.994 -2.926 5.197
C -0.692 -1.732 4.536
Sb -0.372 -1.852 2.433
C -2.180 -2.175 1.390
C -2.027 -1.989 0.019
C -3.070 -2.210 -0.867
C -4.296 -2.612 -0.369
C -4.468 -2.762 0.996
C -3.430 -2.540 1.896
C -3.707 -2.730 3.357
C 0.550 -3.788 2.559
C 1.730 -3.735 3.299
C 2.521 -4.851 3.507
C 2.139 -6.058 2.946
C 0.966 -6.126 2.213
C 0.150 -5.012 2.018
C -1.116 -5.191 1.229
H 0.937 0.953 4.910
H -0.699 1.564 5.154
H -0.264 0.842 3.626
H -0.596 0.287 7.240
H -1.182 -1.808 8.374
H -1.422 -3.899 7.054
H -1.090 -3.845 4.633
H -1.074 -1.660 -0.393
H -2.923 -2.044 -1.924
H -5.129 -2.786 -1.035
H -5.438 -3.046 1.383
H -4.778 -2.663 3.544
H -3.213 -1.984 3.980
H -3.374 -3.713 3.700
H 2.047 -2.795 3.743
H 3.424 -4.777 4.098
H 2.739 -6.945 3.087
H 0.659 -7.073 1.788
H -1.274 -6.246 1.013
H -1.092 -4.650 0.282
H -1.989 -4.822 1.766
*
```

Atom charges from the Löwdin analysis, given in e for atoms 1 to 5: atom 1 (Mn): 0.77, atom 2 (C): -0.04, atom 3 (C): -0.55, atom 4 (C): -0.04, atom 5 (C): -0.07